(1)
{"formula": "C4H8OS", "method": "ωB97M-V/def2-TZVPD", "species": ["C", "C", "C", "O", "S", "C", "H", "H", "H", "H", "H", "H", "H", "H"], "coordinates": [[0.6061, -1.0595, -2.0514], [0.5257, 0.2387, -1.2420], [-0.2073, 0.1184, 0.0595], [-0.7660, -0.9313, 0.3314], [-0.1493, 1.5399, 1.1138], [-0.7722, 0.7811, 2.5948], [-0.3217, -1.2961, -2.5162], [0.9164, -1.8930, -1.4357], [1.4034, -0.8610, -2.8355], [1.5660, 0.5514, -1.0220], [-0.0060, 1.0265, -1.7598], [-0.2712, -0.1308, 2.8400], [-0.7063, 1.4248, 3.4501], [-1.8177, 0.4907, 2.4728]], "mulliken_charge": [-1.123, -0.385, 0.495, -0.558, -0.075, -0.824, 0.311, 0.311, 0.320, 0.319, 0.310, 0.284, 0.341, 0.272], "e_homo_ev": -9.5, "smiles": "CCC(=O)SC", "relative_energy_ev": 0.0082, "homo_lumo_gap_ev": 10.27}

---

(2)
{"formula": "C4H8OS", "method": "ωB97M-V/def2-TZVPD", "species": ["C", "C", "O", "C", "C", "S", "H", "H", "H", "H", "H", "H", "H", "H"], "coordinates": [[-0.2772, -0.2829, -1.5538], [0.5451, -0.5785, -0.2538], [1.7110, 0.2093, -0.2112], [-0.2590, -0.3787, 1.0915], [-0.6244, 0.9930, 1.5618], [-2.0261, 1.7395, 1.7477], [-0.8963, -1.1010, -1.9861], [-0.9236, 0.6011, -1.6846], [0.4464, -0.0953, -2.3630], [0.9358, -1.6305, -0.2572], [1.8641, 0.7183, -1.0239], [-1.1312, -1.0988, 1.1159], [0.4093, -0.5797, 1.9201], [0.2260, 1.4843, 1.8964]], "mulliken_charge": [-1.275, 0.459, -0.524, -0.468, -0.409, -0.244, 0.342, 0.321, 0.381, 0.160, 0.300, 0.361, 0.274, 0.322], "e_homo_ev": -8.6, "smiles": "C[C@@H](O)CC=S", "relative_energy_ev": 1.4997, "homo_lumo_gap_ev": 8.58}

---

(3)
{"formula": "C4H8OS", "method": "ωB97M-V/def2-TZVPD", "species": ["C", "S", "C", "C", "C", "O", "H", "H", "H", "H", "H", "H", "H", "H"], "coordinates": [[1.2766, 0.9564, 1.5841], [-0.1903, 1.5602, 0.8090], [-0.5082, 0.4529, -0.5982], [-0.5108, -1.0396, -0.3459], [-0.6281, -1.9560, -1.5601], [0.5803, -1.6290, -0.8656], [0.8952, -0.0302, 2.0353], [2.0426, 0.5504, 0.9256], [1.5432, 1.6205, 2.3372], [-1.5417, 0.7540, -0.9180], [0.1939, 0.5361, -1.5206], [-0.9268, -1.3202, 0.6482], [-1.0082, -3.0223, -1.4352], [-0.5725, -1.5012, -2.5703]], "mulliken_charge": [-0.797, -0.079, -0.696, 0.154, -0.391, -0.397, 0.226, 0.286, 0.341, 0.239, 0.312, 0.336, 0.232, 0.234], "e_homo_ev": -8.5, "smiles": "CSC[C@H]1CO1", "relative_energy_ev": 2.2486, "homo_lumo_gap_ev": 9.47}

---

(4)
{"formula": "C4H8OS", "method": "ωB97M-V/def2-TZVPD", "species": ["C", "C", "C", "C", "O", "S", "H", "H", "H", "H", "H", "H", "H", "H"], "coordinates": [[-1.7666, -0.2452, -0.4478], [0.0645, 1.2315, 0.1561], [0.4791, -1.2335, 0.1135], [-0.5323, -0.1606, 0.3585], [-4.4013, 0.0278, -0.3729], [-3.1484, 0.1544, 0.3528], [-1.8802, -0.6007, -1.5502], [0.3316, 1.5371, -0.8086], [-0.6234, 2.0183, 0.4810], [0.8454, 1.5595, 0.7026], [0.8713, -1.2088, -0.8747], [1.3644, -1.2290, 0.7132], [0.1624, -2.2770, 0.0472], [-0.9428, -0.1597, 1.4249]], "mulliken_charge": [-0.395, -1.546, -1.671, 0.915, -0.531, 0.335, 0.285, 0.422, 0.360, 0.498, 0.408, 0.388, 0.392, 0.140], "e_homo_ev": -9.3, "relative_energy_ev": 2.0654, "homo_lumo_gap_ev": 9.34}

---

(5)
{"formula": "C4H8OS2", "method": "ωB97M-V/def2-TZVPD", "species": ["O", "C", "C", "S", "C", "C", "S", "H", "H", "H", "H", "H", "H", "H", "H"], "coordinates": [[-0.1657, 1.7319, -0.3760], [-0.1174, 0.7478, 0.6088], [0.8888, -0.3597, 0.3146], [2.4533, 0.0665, -0.5524], [-0.1530, -1.1211, -0.5303], [-1.2070, -0.3228, 0.2784], [-2.8196, 0.0436, -0.4540], [0.7823, 1.7499, -0.7952], [-0.2290, 1.1532, 1.6272], [1.0930, -1.0285, 1.0760], [3.3109, 0.1933, 0.5289], [-0.1838, -0.8837, -1.6111], [-0.0943, -2.2019, -0.3513], [-1.3113, -0.9298, 1.2501], [-2.2471, 1.1613, -1.0137]], "mulliken_charge": [-0.516, 0.148, -0.384, -0.277, -0.563, -0.209, -0.244, 0.300, 0.273, 0.356, 0.157, 0.250, 0.315, 0.239, 0.154], "e_homo_ev": -8.9, "smiles": "O[C@@H]1[C@H](S)C[C@@H]1S", "relative_energy_ev": 1.3480, "homo_lumo_gap_ev": 9.47}

---

(6)
{"formula": "C4H8OS2", "method": "ωB97M-V/def2-TZVPD", "species": ["C", "S", "S", "C", "C", "C", "O", "H", "H", "H", "H", "H", "H", "H", "H"], "coordinates": [[-1.9823, 1.6862, 0.2443], [-0.4374, 1.6658, 1.1723], [0.0158, -0.2284, 1.6538], [-0.0320, -1.3393, 0.1791], [0.9619, -0.8355, -0.8789], [2.2996, -0.4742, -0.1873], [3.1140, -1.2242, 0.2658], [-1.8974, 1.7578, -0.8473], [-2.6781, 2.5279, 0.4545], [-2.6764, 0.8665, 0.4480], [0.2402, -2.3068, 0.6095], [-1.0964, -1.2667, -0.0514], [0.5641, 0.1098, -1.2429], [1.1862, -1.5641, -1.6656], [2.4181, 0.6254, -0.1539]], "mulliken_charge": [-0.896, -0.060, -0.087, -0.707, -0.306, 0.026, -0.470, 0.307, 0.341, 0.307, 0.355, 0.341, 0.193, 0.338, 0.319], "e_homo_ev": -8.5, "smiles": "CSSCCC=O", "relative_energy_ev": 0.9428, "homo_lumo_gap_ev": 9.11}

---

(7)
{"formula": "C4H8P", "method": "ωB97M-V/def2-TZVPD", "species": ["C", "C", "C", "C", "P", "H", "H", "H", "H", "H", "H", "H", "H"], "coordinates": [[1.7461, 0.2407, -0.7909], [0.6318, -0.1777, -1.2331], [-1.5188, -2.0013, -0.4863], [0.2665, 1.8496, 0.9847], [-0.7429, -1.2688, -1.8873], [2.7963, 0.3543, -0.6164], [0.9409, 1.5626, 0.2620], [-1.7535, -1.3256, 0.4232], [-0.6032, -2.2648, 0.0695], [-2.2163, -2.7412, -0.4618], [0.2558, 0.9551, 1.5231], [-0.6092, 2.2869, 0.5866], [0.8065, 2.5302, 1.6267]], "mulliken_charge": [0.240, -0.501, -0.822, -1.122, 0.437, 0.433, 0.125, 0.386, 0.336, 0.391, 0.413, 0.303, 0.382], "e_homo_ev": -15.1, "charge": 1, "relative_energy_ev": 3.6227, "homo_lumo_gap_ev": 7.30}

---

(8)
{"formula": "C4H8P2", "method": "ωB97M-V/def2-TZVPD", "species": ["C", "C", "C", "C", "P", "P", "H", "H", "H", "H", "H", "H", "H", "H"], "coordinates": [[0.5978, -1.2376, 0.9981], [0.2443, -0.2899, 0.0805], [1.1971, 0.7234, -0.2272], [-1.1750, 0.0446, -0.5496], [-2.6889, -0.9374, -0.1311], [-2.3188, 1.0488, 0.3736], [1.5786, -1.2985, 1.5440], [-0.1213, -2.0724, 1.2173], [2.2189, 0.3555, -0.1511], [1.0037, 1.1675, -1.3070], [1.0764, 1.7971, 0.1521], [-0.8890, 0.1775, -1.6107], [-3.5069, -0.2531, -1.2350], [-1.6090, 0.7568, 1.6572]], "mulliken_charge": [-0.714, 0.718, -1.241, -0.331, -0.175, -0.198, 0.270, 0.213, 0.341, 0.268, 0.265, 0.460, 0.062, 0.061], "e_homo_ev": -8.9, "smiles": "C=C(C)C1[PH]#[PH]1", "relative_energy_ev": 2.0301, "homo_lumo_gap_ev": 9.80}

---

(9)
{"formula": "C4H8Si", "method": "ωB97M-V/def2-TZVPD", "species": ["C", "C", "C", "C", "Si", "H", "H", "H", "H", "H", "H", "H", "H"], "coordinates": [[-0.0980, -1.0767, -0.4556], [-0.4175, -1.1969, -1.7441], [0.0767, 1.8847, 1.5190], [-0.4422, -1.4386, -3.0917], [0.0172, 0.0764, 1.8706], [0.6790, -1.6291, -0.0402], [0.6202, 2.0531, 0.6140], [-0.8091, 2.4646, 1.3196], [0.7522, 2.5101, 2.2305], [-1.1295, -2.0881, -3.5541], [0.1610, -0.8520, -3.6756], [1.3035, -0.4833, 1.8518], [-0.7136, -0.2242, 3.1559]], "mulliken_charge": [-0.639, 0.305, -0.996, -0.771, 0.536, 0.262, 0.320, 0.352, 0.309, 0.267, 0.258, -0.106, -0.098], "e_homo_ev": [-8.1, -8.1], "relative_energy_ev": 3.8862, "homo_lumo_gap_ev": [7.86, 7.86]}

---

(10)
{"formula": "C4H8Si2", "method": "ωB97M-V/def2-TZVPD", "species": ["C", "C", "C", "C", "Si", "Si", "H", "H", "H", "H", "H", "H", "H", "H"], "coordinates": [[-0.4863, 0.8050, 1.2777], [0.5755, -0.7375, -0.8329], [-1.2034, 1.5955, 2.0645], [0.2681, -1.5215, -1.8890], [-0.0270, -0.9476, 0.9119], [1.0199, 1.0462, -1.0795], [-1.4368, 2.7117, 1.9857], [-1.8267, 1.2778, 3.0373], [0.6366, -1.3619, -2.8817], [-0.2666, -2.4468, -1.9278], [0.8745, -1.2533, 2.0101], [-0.7986, -2.1529, 0.6993], [0.1337, 1.6231, -2.2085], [2.5372, 1.3621, -1.1671]], "mulliken_charge": [-0.149, 0.307, -0.423, -0.773, 0.386, 0.210, 0.204, 0.175, 0.279, 0.244, -0.143, -0.202, -0.057, -0.057], "e_homo_ev": [-7.9, -7.9], "relative_energy_ev": 3.0869, "homo_lumo_gap_ev": [7.31, 7.31]}

---

(11)
{"formula": "C4H9AlF7NOS", "method": "ωB97M-V/def2-TZVPD", "species": ["F", "C", "F", "F", "C", "O", "C", "C", "N", "S", "H", "H", "H", "H", "H", "H", "H", "H", "H", "F", "Al", "F", "F", "F"], "coordinates": [[-1.1455, -0.1498, 3.8426], [-2.0283, 0.9057, 3.2341], [-3.3650, 0.4032, 2.8412], [-2.1002, 2.0046, 4.2481], [-1.1656, 1.5390, 1.9487], [0.2174, 1.6763, 2.4306], [1.2030, 1.5993, 1.3414], [1.3598, 0.0693, 0.6938], [1.6731, 0.2969, -0.7868], [0.2542, 0.3613, -1.8078], [-1.3024, 0.8426, 1.0181], [-1.7020, 2.5624, 1.7024], [2.2654, 1.8197, 1.8393], [1.0638, 2.4280, 0.5178], [0.3566, -0.5590, 0.8302], [2.2504, -0.4759, 1.2270], [2.2778, -0.5049, -1.1270], [2.2163, 1.1814, -0.9192], [-0.4865, -0.8076, -1.4754], [1.2049, -2.2588, -3.9198], [-0.3685, -3.0385, -4.3198], [-0.1952, -4.8281, -4.2156], [-0.8584, -2.5791, -5.9908], [-1.6251, -2.4881, -3.1530]], "mulliken_charge": [-0.248, 0.750, -0.212, -0.238, -0.477, -0.254, -0.519, -0.400, -0.310, 0.005, 0.253, 0.320, 0.272, 0.342, 0.314, 0.325, 0.423, 0.383, 0.233, -0.472, 0.907, -0.462, -0.463, -0.473], "e_homo_ev": -10.9, "homo_lumo_gap_ev": 9.09}

---

(12)
{"formula": "C4H9B", "method": "ωB97M-V/def2-TZVPD", "species": ["C", "C", "B", "C", "C", "H", "H", "H", "H", "H", "H", "H", "H", "H"], "coordinates": [[1.1790, -1.4754, -0.4181], [0.7019, -0.4533, -1.3712], [-0.5905, 0.5711, -0.2554], [-1.4506, 0.4025, 0.9672], [-0.6925, 1.7757, 0.7362], [0.3341, -2.0879, -0.0082], [1.9291, -2.2026, -0.8019], [1.5468, -1.0505, 0.4795], [1.4345, 0.2522, -1.2358], [0.4709, -0.7563, -2.3777], [-2.5292, 0.5624, 0.9396], [-1.0074, -0.2672, 1.7086], [0.0632, 2.2509, 1.3536], [-1.3894, 2.4783, 0.2837]], "mulliken_charge": [-1.044, -0.592, 0.199, -0.536, -0.607, 0.264, 0.316, 0.322, 0.271, 0.391, 0.249, 0.279, 0.266, 0.223], "e_homo_ev": -9.2, "smiles": "CCB1CC1", "relative_energy_ev": 2.4825, "homo_lumo_gap_ev": 9.71}

---

(13)
{"formula": "C4H9Br2N2", "method": "ωB97M-V/def2-TZVPD", "species": ["C", "N", "C", "C", "N", "C", "Br", "Br", "H", "H", "H", "H", "H", "H", "H", "H", "H"], "coordinates": [[-0.9169, 0.0847, -1.6027], [-0.5336, 0.1260, -0.1430], [-1.6957, 0.4642, 0.7095], [0.5823, -0.2499, 0.3974], [0.7237, -0.5099, 1.6672], [2.0115, -0.2679, -0.5216], [3.0612, -1.9147, -0.2155], [2.9481, 1.3729, -0.1358], [-0.9701, 1.1257, -2.0430], [-0.4183, -0.6945, -2.1721], [-2.0102, -0.1149, -1.5424], [-2.3713, 1.1494, 0.3623], [-2.1544, -0.5084, 0.8648], [-1.3530, 0.7808, 1.6455], [1.4943, -0.1740, 2.1617], [-0.1616, -0.5216, 2.2022], [1.7641, -0.1479, -1.6346]], "mulliken_charge": [-1.004, 0.014, -1.482, 0.684, -0.339, -0.451, 0.019, 0.048, 0.306, 0.444, 0.406, 0.408, 0.531, 0.491, 0.254, 0.278, 0.392], "e_homo_ev": -14.2, "smiles": "CN(C)C(=[NH2+])C(Br)Br", "charge": 1, "relative_energy_ev": 0.4590, "homo_lumo_gap_ev": 10.44}

---

(14)
{"formula": "C4H9Br2P", "method": "ωB97M-V/def2-TZVPD", "species": ["C", "C", "C", "C", "P", "Br", "Br", "H", "H", "H", "H", "H", "H", "H", "H", "H"], "coordinates": [[-0.5320, -1.0846, 1.1530], [-0.6698, 1.3740, 0.6138], [-0.3135, -0.2571, -1.2479], [-0.0751, 0.0012, 0.1802], [2.2402, 0.3230, 0.2427], [2.8310, -1.6824, -0.4884], [2.4838, 1.5097, -1.5466], [-0.0811, -2.0410, 0.6653], [-0.4610, -0.7369, 2.1374], [-1.6019, -1.3241, 0.8449], [-0.4375, 1.4923, 1.6415], [-1.7188, 1.2430, 0.4635], [-0.2466, 2.1350, 0.0027], [0.1009, -1.2429, -1.6560], [-1.4441, -0.3109, -1.1467], [-0.0744, 0.6016, -1.8595]], "mulliken_charge": [-1.295, -1.559, -1.396, 0.848, 0.235, -0.171, -0.144, 0.322, 0.415, 0.334, 0.425, 0.445, 0.408, 0.310, 0.384, 0.438], "e_homo_ev": -8.4, "relative_energy_ev": 1.8656, "homo_lumo_gap_ev": 8.87}

---

(15)
{"formula": "C4H9BrN2", "method": "ωB97M-V/def2-TZVPD", "species": ["C", "C", "C", "C", "N", "N", "Br", "H", "H", "H", "H", "H", "H", "H", "H", "H"], "coordinates": [[2.8865, -0.5781, 0.9720], [-0.5865, 0.6716, -1.2212], [3.4885, 0.0540, -0.0208], [-2.3850, 0.0158, 0.0721], [-0.2019, -0.4080, 0.8661], [-0.8800, 0.1122, -0.0920], [5.4075, 0.0629, -0.1302], [1.8357, -0.7315, 1.1030], [3.5672, -1.1756, 1.6306], [-1.2176, 0.7932, -2.0522], [0.3676, 0.6486, -1.4524], [3.1018, 0.5168, -0.9238], [-2.6613, -0.4996, 0.9584], [-2.8410, 0.9650, -0.0307], [-2.6133, -0.4056, -0.9172], [-0.7904, -0.6869, 1.6952]], "mulliken_charge": [-0.350, -0.270, -0.153, -1.015, -0.799, 0.514, -0.204, 0.314, 0.185, 0.163, 0.184, 0.272, 0.355, 0.344, 0.317, 0.144], "e_homo_ev": -8.3, "relative_energy_ev": 2.3048, "homo_lumo_gap_ev": 9.03}

---

| no. | F_max (hartree/bohr) |
| --- | --- |
| 1 | 0.0381 |
| 2 | 0.0410 |
| 3 | 0.0922 |
| 4 | 0.0777 |
| 5 | 0.0612 |
| 6 | 0.0400 |
| 7 | 0.1063 |
| 8 | 0.1080 |
| 9 | 0.0942 |
| 10 | 0.0510 |
| 11 | 0.1030 |
| 12 | 0.0877 |
| 13 | 0.0883 |
| 14 | 0.1041 |
| 15 | 0.0941 |